No. 1
Below is C5H8O in the gas phase at a distorted geometry, with properties calculated with ωB97M-V/def2-TZVPD.

The value obtained for the highest occupied orbital energy (alpha / beta) is -9.4 / -9.7 eV. The gap between HOMO and LUMO (alpha / beta) comes out at 0.325 / 0.337 Eh. The energy is -270.38653 a.u. Its multiplicity is 1. Its energy relative to the best compared isomer or geometry (same formula, charge and spin) is 449.92 kJ/mol.

Atoms and positions in Å:
C (1.903, 0.355, 0.904)
C (0.485, 0.609, 0.623)
O (0.213, 0.050, 1.827)
C (-0.191, 0.204, -0.639)
C (-0.728, -1.179, -0.787)
C (-1.665, -0.021, -0.576)
H (2.600, 1.201, 0.766)
H (0.481, 1.708, 0.749)
H (2.330, -0.527, 1.349)
H (0.230, 0.699, -1.513)
H (-0.587, -1.851, 0.054)
H (-0.677, -1.640, -1.768)
H (-2.276, 0.331, -1.400)
H (-2.117, 0.059, 0.410)

These are the Mulliken partial charges, in e, on atoms 1 to 5:
1 C -0.670
2 C 0.277
3 O -0.590
4 C 0.043
5 C -0.596

***

No. 2
Below is C5H8O in the gas phase, with properties calculated with ωB97M-V/def2-TZVPD.

The value obtained for the highest occupied orbital energy is -8.6 eV. The gap between HOMO and LUMO comes out at 0.357 Eh. As for the structure (SMILES): C1=COCCC1. The energy is -270.51857 a.u. Its multiplicity is 1. Its energy relative to the best compared isomer or geometry (same formula, charge and spin) is 103.25 kJ/mol.

Atoms and positions in Å:
C (-1.120, 0.042, 0.904)
C (-1.518, 0.587, -0.243)
O (-0.747, 0.579, -1.370)
C (0.642, 0.685, -1.059)
C (1.137, -0.439, -0.144)
C (0.098, -0.839, 0.935)
H (-1.709, 0.182, 1.803)
H (-2.480, 1.071, -0.388)
H (1.167, 0.648, -2.017)
H (0.818, 1.675, -0.613)
H (1.346, -1.311, -0.769)
H (2.088, -0.125, 0.302)
H (-0.233, -1.862, 0.710)
H (0.511, -0.892, 1.948)

These are the Mulliken partial charges, in e, on atoms 1 to 5:
1 C -0.419
2 C -0.286
3 O -0.397
4 C -0.500
5 C -0.491

***

| no. | molecular weight (g/mol) |
| --- | --- |
| 1 | 84.1 |
| 2 | 84.1 |